The following is a quantum chemistry calculation of C2H9NS as an isolated structure, from the Open Molecules 2025 dataset.

Results
Relative energy (zero: lowest compared OMol25 entry of this formula, charge and spin), kcal per mole: 55.20
HOMO-LUMO gap, eV: 9.76
E_tot, Ha: -534.44172
Highest occupied orbital energy, eV: -8.88
Strongest force on any atom, eV/A: 4.60

Each line ends with the natural charge from an NBO analysis.
Cartesian coordinates (Å):
N (-0.99, -1.70, 0.30)  -1.071
H (-0.94, -0.70, 0.72)  0.361
H (-4.44, 0.34, -3.35)  0.000
H (-0.16, -2.26, 0.57)  0.359
H (-1.73, -2.12, 0.89)  0.353
C (1.48, 1.51, 0.16)  -0.481
C (2.07, 0.20, 0.76)  -0.487
S (2.85, 1.72, 1.41)  0.090
H (-4.57, 0.19, -2.57)  0.000
H (1.55, 1.56, -1.01)  0.224
H (0.62, 2.01, 0.42)  0.214
H (2.74, -0.36, 0.18)  0.220
H (1.54, -0.38, 1.55)  0.219

---

The following is a quantum chemistry calculation of a 3-piece molecular cluster, C2H9NS overall, from the Open Molecules 2025 dataset.

Results
Structure (SMILES): [H][H].C1CS1.N
Relative energy (zero: lowest compared OMol25 entry of this formula, charge and spin), kcal per mole: 50.00
HOMO-LUMO gap, eV: 9.14
E_tot, Ha: -534.45000
Highest occupied orbital energy, eV: -8.29
Strongest force on any atom, eV/A: 2.99

Each line ends with the natural charge from an NBO analysis.
Cartesian coordinates (Å):
H (-0.98, -0.57, -4.16)  0.001
H (-0.33, -0.24, -4.22)  -0.001
C (-0.68, 1.01, 0.26)  -0.393
C (-0.83, 0.49, 1.59)  -0.466
S (-0.84, 2.37, 1.66)  -0.060
H (0.23, 1.02, -0.22)  0.229
H (-1.54, 1.13, -0.45)  0.226
H (-0.06, -0.03, 2.23)  0.239
H (-1.83, 0.21, 1.91)  0.221
N (1.47, -1.09, 0.32)  -1.066
H (1.09, -2.03, 0.29)  0.359
H (2.08, -1.27, 1.17)  0.351
H (2.22, -0.99, -0.37)  0.361

---

The following is a quantum chemistry calculation of a 2-piece molecular cluster, C2H9NS overall, from the Open Molecules 2025 dataset.

Results
Structure (SMILES): CNC.S
Relative energy (zero: lowest compared OMol25 entry of this formula, charge and spin), kcal per mole: 57.71
HOMO-LUMO gap, eV: 9.18
E_tot, Ha: -534.43772
Highest occupied orbital energy, eV: -8.91
Strongest force on any atom, eV/A: 4.18

Each line ends with the natural charge from an NBO analysis.
Cartesian coordinates (Å):
C (-2.03, 1.52, -0.39)  -0.419
N (-0.66, 1.88, 0.02)  -0.601
C (0.43, 0.95, -0.30)  -0.420
H (-2.00, 1.05, -1.38)  0.160
H (-2.35, 0.72, 0.27)  0.186
H (-2.67, 2.39, -0.31)  0.206
H (-0.50, 2.62, -0.67)  0.329
H (0.13, 0.00, 0.16)  0.195
H (1.37, 1.44, -0.07)  0.210
H (0.41, 0.67, -1.36)  0.154
S (2.46, -4.25, 1.53)  -0.457
H (3.73, -4.21, 1.95)  0.229
H (1.70, -4.78, 0.55)  0.229

---

The following is a quantum chemistry calculation of a 2-piece molecular cluster, C2H9NS overall, from the Open Molecules 2025 dataset.

Results
Structure (SMILES): CNC.S
Relative energy (zero: lowest compared OMol25 entry of this formula, charge and spin), kcal per mole: 29.28
HOMO-LUMO gap, eV: 10.19
E_tot, Ha: -534.48302
Highest occupied orbital energy, eV: -9.21
Strongest force on any atom, eV/A: 2.40

Each line ends with the natural charge from an NBO analysis.
Cartesian coordinates (Å):
C (0.84, -0.21, 1.69)  -0.439
N (1.15, 0.11, 0.30)  -0.629
C (1.79, -1.06, -0.39)  -0.421
H (1.09, 0.63, 2.34)  0.212
H (-0.09, -0.74, 1.86)  0.202
H (1.57, -0.97, 2.06)  0.164
H (1.92, 0.77, 0.20)  0.357
H (2.48, -1.53, 0.31)  0.173
H (2.17, -0.70, -1.34)  0.204
H (1.02, -1.81, -0.62)  0.193
S (-1.99, 0.60, -0.79)  -0.357
H (-1.62, 0.83, -2.07)  0.158
H (-0.97, 0.48, 0.05)  0.184